ORCA calculation (ωB97M-V with the def2-TZVPD basis set) on the molecule C21H29N3O3S in a non-equilibrium geometry.

Cartesian coordinates (Å):
C (-5.45, -3.25, 2.09)
C (-5.16, -2.62, 0.63)
C (-4.80, -1.04, 0.72)
C (-4.74, -0.67, -0.78)
N (-4.54, 0.83, -0.46)
C (-5.51, 1.77, -0.42)
C (-4.78, 3.11, -0.49)
N (-3.51, 2.87, -0.26)
C (-3.25, 1.49, -0.26)
C (-2.09, 1.03, -0.06)
O (-2.06, -0.30, -0.20)
C (-0.79, 1.47, 0.05)
C (-0.66, 2.87, -0.27)
C (0.60, 3.45, -0.05)
C (1.49, 2.99, 0.77)
C (1.36, 1.73, 1.03)
S (2.59, 1.03, 2.18)
O (2.16, 0.12, 3.02)
O (3.56, 1.98, 2.67)
N (3.49, 0.23, 0.60)
C (4.26, 0.87, -0.17)
C (5.24, 0.13, -0.91)
C (5.85, 0.74, -1.84)
C (4.52, -1.20, -1.45)
C (3.72, -2.14, -0.41)
C (2.96, -3.28, -0.96)
C (2.75, -1.02, 0.33)
C (0.23, 1.14, 0.95)
H (-4.47, -3.23, 2.70)
H (-5.71, -4.20, 2.11)
H (-6.32, -2.82, 2.48)
H (-6.05, -2.65, -0.05)
H (-4.45, -3.20, 0.19)
H (-5.70, -0.63, 1.26)
H (-4.01, -0.98, 1.27)
H (-5.80, -0.54, -1.18)
H (-3.90, -0.92, -1.18)
H (-6.42, 1.78, -0.89)
H (-5.02, 3.94, -0.31)
H (-1.30, 3.49, -1.00)
H (0.67, 4.65, -0.39)
H (2.44, 3.53, 0.77)
H (4.67, 1.49, 0.36)
H (3.61, 1.19, -0.90)
H (5.82, -0.32, -0.20)
H (6.71, 0.12, -2.38)
H (5.24, 1.25, -2.74)
H (6.41, 1.60, -1.63)
H (5.12, -1.94, -1.93)
H (3.73, -1.05, -2.21)
H (4.33, -2.29, 0.60)
H (2.52, -3.56, -0.14)
H (3.72, -3.89, -1.63)
H (2.26, -2.87, -1.43)
H (2.17, -1.43, 1.26)
H (2.08, -0.82, -0.24)
H (0.15, -0.04, 1.38)

## Properties
SMILES string: CCCCn1ccnc1C(=O)c1cccc(S(=O)(=O)N2C[C@H](C)C[C@H](C)C2)c1
LUMO level: -0.91 eV
orbital gap: 6.7883 eV
energy relative to the best compared isomer or geometry (same formula, charge and spin): 498.3 kcal/mol

Here are the Mulliken charges for atoms 1 to 2, given in e:
1 C -1.39
2 C -0.62

***

ORCA calculation (ωB97M-V with the def2-TZVPD basis set) on the molecule C21H29N3O5 in a non-equilibrium geometry.

Cartesian coordinates (Å):
C (7.56, 0.50, -0.92)
C (7.12, -0.54, -0.02)
O (5.68, -0.37, 0.28)
C (4.59, -0.65, -0.34)
O (4.72, -1.28, -1.27)
N (3.42, -0.20, -0.01)
C (3.18, 0.62, 1.19)
C (2.65, 2.18, 0.90)
C (1.47, 1.95, 0.06)
N (0.33, 1.37, 0.70)
C (-0.90, 2.00, 1.07)
O (-1.05, 2.95, 0.52)
C (-1.89, 1.16, 1.83)
N (-2.26, 0.21, 0.90)
C (-1.72, -1.02, 1.08)
O (-0.66, -1.20, 1.43)
C (-2.45, -2.10, 0.32)
C (-1.91, -3.44, 0.78)
C (-2.35, -4.64, -0.05)
O (-3.71, -2.17, 0.25)
C (-4.24, -0.79, -0.18)
C (-5.51, -0.82, -0.90)
C (-5.95, 0.49, -1.07)
C (-5.29, 1.48, -0.83)
C (-5.80, 2.97, -0.92)
C (-4.08, 1.43, -0.15)
C (-3.51, 0.46, 0.26)
C (1.83, 0.77, -1.12)
C (2.28, -0.38, -0.74)
H (7.53, 1.59, -0.35)
H (6.87, 0.43, -1.97)
H (8.45, 0.26, -1.21)
H (7.11, -1.43, -0.50)
H (7.63, -0.58, 0.87)
H (4.22, 0.64, 1.81)
H (2.63, 0.02, 2.05)
H (2.40, 2.67, 1.67)
H (3.50, 2.31, 0.18)
H (1.22, 2.77, -0.24)
H (0.49, 0.34, 1.25)
H (-1.47, 0.86, 2.56)
H (-2.53, 1.79, 2.04)
H (-2.02, -2.24, -0.85)
H (-0.79, -3.37, 0.85)
H (-2.48, -3.73, 1.80)
H (-2.01, -5.48, -0.03)
H (-3.27, -4.66, -0.41)
H (-1.76, -4.77, -1.18)
H (-6.12, -1.74, -0.98)
H (-7.08, 0.60, -1.35)
H (-5.02, 3.73, -1.21)
H (-6.42, 3.04, -2.05)
H (-6.45, 3.21, -0.28)
H (-3.45, 2.40, -0.11)
H (2.44, 1.48, -1.94)
H (0.64, 0.83, -1.66)
H (2.55, -1.00, -1.60)
H (1.70, -0.90, -0.19)

## Properties
SMILES string: CCOC(=O)N1CCC(NC(=O)CN2C(=O)[C@@H](CC)Oc3ccc(C)cc32)CC1
LUMO level: 0.63 eV
orbital gap: 9.1344 eV
energy relative to the best compared isomer or geometry (same formula, charge and spin): 488.9 kcal/mol

Here are the Mulliken charges for atoms 1 to 2, given in e:
1 C -1.05
2 C -0.43

***

Question: Among the records above, which one has the highest energy relative to the best compared isomer or geometry (same formula, charge and spin)?
Answer: C21H29N3O3S